Entry 1:
84
Properties=species:S:1:pos:R:3:forces:R:3:mulliken_charge:R:1 method="wB97M-V/def2-TZVPD" charge=-1 molar_mass_g_mol=685.544
C 5.29749 4.29231 4.00589 0.337 -0.830 -0.031 -1.180
C 4.48685 3.22633 3.25611 -0.886 0.784 0.251 0.249
Br 5.63499 2.32387 1.88396 0.237 -0.228 -0.026 -0.325
C 3.25641 3.80448 2.57909 0.411 0.288 0.381 -0.472
Al 1.68184 3.89302 3.84292 0.215 0.575 -0.220 -0.070
F 1.85029 5.19661 4.98207 0.000 -0.596 -0.191 -0.515
C -0.08754 4.27791 2.86561 -0.324 -0.300 0.600 -0.175
C -1.02392 4.77780 3.85680 0.337 0.489 -0.553 -0.201
O -1.28054 5.95562 4.05528 -0.280 0.052 0.356 -0.652
P 1.22909 1.89657 5.04467 -1.413 -0.134 0.101 0.226
N 2.32016 0.62525 4.54054 0.308 0.542 0.783 -0.563
O 1.63488 2.28917 6.65710 0.561 -0.213 -0.423 -0.493
H 6.34907 4.15185 3.76787 0.116 0.343 -0.004 0.416
H 5.21681 4.12116 5.07771 -0.212 0.169 0.107 0.268
H 4.96182 5.29345 3.76095 0.056 0.116 -0.040 0.293
H 4.20469 2.44659 3.95787 0.287 -0.476 -0.294 0.364
H 3.53133 4.80820 2.23953 -0.144 0.060 -0.222 0.527
H 2.98854 3.22278 1.70465 -0.237 -0.097 -0.011 -0.110
H -0.43641 3.30164 2.53241 0.276 -0.085 -0.236 -0.104
H 0.10407 4.98858 2.06627 -0.036 0.055 -0.108 0.476
H -1.51244 4.00432 4.48733 0.050 -0.121 0.037 0.418
H 2.32972 0.62701 3.52714 0.136 -0.061 -0.016 0.045
H 1.94523 -0.24940 4.88142 -0.010 -0.152 -0.338 0.344
H 1.22671 3.15456 6.79375 0.197 -0.014 0.116 0.243
C 1.92418 -0.48580 0.12332 0.051 0.017 0.363 -0.617
C 1.48130 0.72641 0.79935 0.096 -0.067 -0.077 0.342
N 1.15811 1.70816 1.29882 -0.141 -0.139 -0.039 -0.222
H 2.24437 -0.24018 -0.87968 0.046 -0.031 -0.059 -0.079
H 2.75752 -0.93154 0.66555 -0.011 0.028 0.048 0.342
H 1.10572 -1.19989 0.07412 -0.021 0.005 -0.006 0.192
C 0.35521 0.93881 -3.98802 -0.427 -0.155 -0.122 -0.760
C 1.01754 -0.19411 -3.36200 -0.111 0.115 0.088 0.520
N 1.53723 -1.06289 -2.82211 0.029 -0.225 -0.322 -0.542
H -0.72547 0.86207 -3.86841 0.023 -0.134 0.027 0.214
H 0.70285 1.85403 -3.52980 0.010 0.099 -0.001 0.307
H 0.59455 0.96205 -5.04831 0.047 0.081 -0.008 0.304
C 4.40259 2.04716 -1.73271 -0.081 0.024 -0.085 -0.537
C 3.52228 2.27311 -2.87569 0.050 0.002 0.122 0.397
N 2.82773 2.45061 -3.77330 0.346 0.105 -0.046 -0.552
H 4.35151 1.00257 -1.43052 0.039 0.001 0.023 0.231
H 5.42657 2.28523 -2.01351 0.032 -0.014 0.061 0.355
H 4.10680 2.67681 -0.89471 0.002 -0.018 0.027 0.080
C 5.84913 -0.29515 -5.17361 0.017 -0.024 0.045 -0.737
C 6.37069 -0.68543 -3.86769 -0.097 0.074 -0.081 0.325
N 6.76883 -0.98119 -2.83404 0.061 -0.029 0.083 -0.379
H 6.60611 -0.46148 -5.93729 -0.003 0.005 -0.016 0.297
H 4.96665 -0.88745 -5.40663 -0.020 0.013 -0.003 0.246
H 5.57616 0.75844 -5.16173 -0.029 0.003 -0.009 0.253
C -2.90311 0.43199 0.95836 0.021 0.063 0.043 -0.849
C -1.90055 -0.58478 1.24130 0.055 0.209 0.244 0.481
N -1.09060 -1.34467 1.52552 0.064 -0.237 -0.122 -0.520
H -2.75459 0.81945 -0.04591 -0.018 -0.008 -0.024 0.215
H -3.89685 -0.00424 1.02843 -0.012 -0.004 -0.035 0.329
H -2.80741 1.24248 1.67962 0.036 -0.011 0.014 0.339
C -1.94374 -4.04787 -1.55165 -0.189 0.057 0.033 -0.592
C -2.54197 -2.72745 -1.41396 0.150 -0.052 0.005 0.278
N -3.00063 -1.68185 -1.30551 -0.210 0.068 -0.182 -0.323
H -1.77735 -4.47433 -0.56360 0.025 0.018 0.011 0.275
H -2.60262 -4.70683 -2.12470 0.275 0.345 0.218 0.111
H -0.99049 -3.96601 -2.06978 0.009 -0.008 -0.015 0.278
C -4.89661 -7.67177 -2.59605 0.134 0.245 0.264 -0.942
C -3.63197 -7.01783 -2.91142 -0.056 -0.098 0.021 0.516
N -2.63606 -6.50374 -3.15972 -0.055 -0.314 -0.246 -0.497
H -5.31079 -7.25218 -1.68014 0.040 0.018 0.009 0.327
H -5.59923 -7.51789 -3.40578 -0.076 -0.020 -0.003 0.260
H -4.73725 -8.73691 -2.46217 -0.048 -0.039 -0.031 0.317
C -1.69948 5.01418 7.50307 0.047 -0.141 -0.003 -0.494
C -1.75326 3.63050 7.97262 0.008 0.207 -0.085 0.347
N -1.80039 2.54741 8.34612 -0.066 -0.109 0.106 -0.425
H -2.68318 5.46948 7.59783 -0.001 0.022 -0.026 0.294
H -0.98552 5.57686 8.10106 0.015 0.015 -0.007 0.268
H -1.39042 5.05337 6.45948 -0.014 0.078 -0.009 0.018
C -4.78244 -8.97215 -6.66221 -0.032 0.011 0.041 -0.762
C -5.48700 -9.37203 -5.44906 0.037 -0.078 -0.128 0.413
N -6.03160 -9.68635 -4.48986 -0.089 -0.134 -0.114 -0.455
H -3.99390 -9.68896 -6.88064 0.013 0.003 -0.008 0.266
H -5.47906 -8.93883 -7.49711 0.005 0.007 -0.015 0.284
H -4.34076 -7.98690 -6.52346 0.015 0.001 -0.010 0.273
C -5.56769 -0.42135 -3.02702 -0.086 0.005 -0.085 -0.521
C -6.54887 -0.38333 -4.10771 0.073 0.025 0.094 0.212
N -7.31861 -0.35331 -4.95741 -0.066 -0.017 -0.079 -0.367
H -5.58297 -1.39512 -2.54449 0.057 0.003 0.031 0.234
H -4.57111 -0.24307 -3.42292 0.032 -0.025 0.042 0.158
H -5.79924 0.34402 -2.28947 0.016 0.001 0.018 0.268

***

Entry 2:
88
Properties=species:S:1:pos:R:3:forces:R:3:mulliken_charge:R:1 method="wB97M-V/def2-TZVPD" charge=+1 molar_mass_g_mol=708.366
N 1.13258 -4.57509 2.78262 -0.423 0.018 -0.114 -0.772
C -0.05316 -4.27519 2.43303 0.624 -0.330 0.365 -0.239
C -0.94239 -3.33702 3.20852 0.589 -0.033 -0.091 -1.777
C -1.64874 -2.17769 2.50575 -0.932 -0.148 0.780 2.171
C -2.95613 -2.59389 1.79559 0.231 -0.438 -0.191 -1.442
B -3.16172 -4.11323 1.36104 0.258 -0.034 -0.919 0.981
O -3.37079 -4.43256 0.01629 -0.413 0.100 0.567 -0.534
O -3.18415 -5.10661 2.27329 -0.046 0.320 0.549 -0.548
O -2.15739 -1.40069 3.64247 0.139 0.214 -0.306 -0.361
C -1.44392 -0.26036 4.00451 0.152 0.097 -0.198 -1.856
C -1.58277 0.80493 2.90006 0.073 0.122 1.579 0.971
C -3.01539 1.32073 3.06912 -0.293 0.043 -0.523 -1.256
C -3.63897 1.98528 1.86820 0.140 0.717 0.422 -0.521
F -4.12355 1.01123 0.99795 -0.159 -0.385 -0.218 -0.316
C -0.55093 1.89831 3.23354 0.089 0.333 -0.572 0.085
C -0.94521 3.31305 2.87610 -1.263 1.701 1.329 -0.188
O -1.55056 4.06490 3.64204 1.451 -1.611 -1.794 -0.565
O -0.56422 3.71041 1.62384 0.283 -0.293 0.796 -0.315
N -1.42376 0.11527 1.56857 -0.028 -0.508 -0.487 0.878
B -0.91266 1.01470 0.41726 -0.208 0.892 -0.679 0.143
N -1.84915 1.40876 -0.55500 0.835 -1.088 0.292 -0.450
O 0.37823 1.41918 0.40689 0.113 -0.423 0.695 -0.402
C -0.73455 -1.27615 1.62552 0.333 0.513 -0.681 0.326
C 0.72107 -1.14156 2.12389 0.392 0.014 0.250 0.315
C 1.89722 -1.84634 1.41522 0.344 0.199 0.262 -2.586
C 2.76836 -0.93248 0.55959 0.119 0.377 0.237 0.088
S 3.70000 0.08305 1.77885 0.012 -0.021 -0.006 -0.123
C 5.05446 0.95391 1.00153 0.346 0.151 -0.029 -0.201
S 6.39115 1.07380 1.88755 0.114 0.037 0.315 -0.134
N 4.96762 1.64526 -0.22627 -0.663 -0.622 0.393 0.199
C 4.64112 0.85274 -1.39359 0.165 0.292 -0.567 -0.322
C 5.15703 1.63738 -2.59351 0.204 -0.195 0.094 -0.667
O 4.94639 3.02754 -2.43314 0.032 0.232 -0.122 -0.440
C 3.86492 3.31187 -1.58209 -0.209 -0.198 -0.238 -0.387
C 4.16711 2.86690 -0.15351 0.434 0.329 -0.534 -0.147
P -0.74396 -1.92241 -0.14557 0.047 -1.333 0.008 0.685
O -0.58812 -3.38504 -0.20502 0.083 -0.152 0.136 -0.845
H 1.40192 -4.08371 3.63761 0.039 0.062 0.018 0.274
H -0.42392 -4.77501 1.54922 -0.217 0.038 -0.073 0.591
H -0.33748 -2.90467 4.00131 0.155 0.078 0.135 0.498
H -1.69154 -3.91966 3.73142 -0.375 -0.069 -0.088 0.463
H -3.77201 -2.36741 2.47439 -0.071 0.005 0.337 0.382
H -3.16636 -1.99402 0.91286 0.025 0.204 -0.122 0.200
H -4.27104 -4.21603 -0.23561 -0.117 0.040 -0.466 0.301
H -3.55364 -5.90984 1.90139 0.182 -0.383 -0.139 0.319
H -1.92488 0.16357 4.87706 -0.160 -0.042 0.277 0.748
H -0.40648 -0.43314 4.28983 0.101 -0.174 -0.113 0.268
H -3.66438 0.50099 3.36300 -0.079 -0.265 -0.052 0.659
H -3.04574 2.02044 3.89450 0.224 0.207 0.195 0.501
H -4.45094 2.63396 2.17394 -0.372 -0.125 -0.020 0.486
H -2.94583 2.60453 1.30851 0.100 0.038 -0.153 0.263
H 0.43475 1.71006 2.82350 0.059 -0.185 -0.161 -0.148
H -0.43723 1.90554 4.30985 -0.148 0.011 0.291 0.844
H -0.51765 4.67368 1.65437 -0.379 0.353 -0.201 0.385
H -2.38248 -0.09475 1.26987 -0.090 -0.099 0.215 0.392
H -1.39931 1.60368 -1.43887 -0.270 0.222 -0.265 0.085
H -2.64552 0.80252 -0.68636 -0.370 0.454 -0.132 0.262
H 0.48354 2.33904 0.15082 0.134 0.110 -0.260 0.182
H 0.75229 -1.45606 3.15730 -0.087 -0.236 0.081 0.197
H 1.02247 -0.10194 2.18080 -0.240 0.274 -0.191 -0.441
H 1.66474 -2.78390 0.92848 -0.301 -0.038 -0.312 0.555
H 2.57361 -2.13507 2.21623 -0.059 -0.375 0.206 0.621
H 2.21737 -0.26202 -0.08143 -0.207 -0.034 -0.373 -0.312
H 3.47921 -1.53561 0.01153 0.079 -0.025 -0.269 0.878
H 5.14529 -0.10493 -1.37571 0.103 -0.230 0.183 0.545
H 3.57582 0.68224 -1.53406 -0.344 -0.166 0.196 -0.051
H 4.69164 1.25079 -3.49932 -0.245 0.118 -0.254 0.277
H 6.22691 1.49916 -2.69485 0.233 0.029 0.037 0.384
H 3.69145 4.37932 -1.62106 0.062 0.253 0.036 0.448
H 2.96173 2.83624 -1.97186 -0.230 -0.136 0.009 0.105
H 4.77992 3.63978 0.29651 0.059 0.063 0.411 0.362
H 3.24070 2.74490 0.41367 -0.163 -0.090 0.147 0.013
H 0.29961 -1.28180 -0.83108 -0.273 0.664 0.097 -0.022
H -1.98413 -1.53363 -0.69136 0.250 0.578 -0.035 0.075
C -1.37921 0.66494 -8.18593 0.002 0.000 0.024 -0.504
C -2.39963 0.38363 -7.28627 0.085 0.024 -0.087 -0.491
C -2.14135 0.36989 -5.92760 -0.182 -0.047 0.048 -0.330
C -0.85554 0.64291 -5.49350 -0.051 -0.023 -0.191 0.264
C 0.17582 0.92090 -6.37410 0.206 0.056 -0.014 -0.329
C -0.09401 0.92997 -7.73047 -0.119 -0.020 -0.048 -0.492
N -0.57878 0.64952 -4.05973 0.090 0.025 -0.083 1.028
O -1.49097 0.39629 -3.29007 -0.334 -0.099 0.106 -0.648
O 0.54129 0.91692 -3.68591 0.303 0.081 0.076 -0.597
H -1.58692 0.67906 -9.24698 -0.002 -0.008 -0.015 0.396
H -3.39767 0.17695 -7.64467 -0.021 -0.009 0.005 0.384
H -2.93003 0.15141 -5.22409 0.058 0.015 0.084 0.418
H 1.17206 1.13064 -6.01501 -0.029 -0.012 0.106 0.479
H 0.69744 1.14684 -8.43318 0.023 0.003 -0.002 0.385

***

Entry 3:
85
Properties=species:S:1:pos:R:3:forces:R:3:mulliken_charge:R:1 method="wB97M-V/def2-TZVPD" molar_mass_g_mol=644.497
C 0.15628 1.98172 0.83133 0.364 0.364 0.259 -0.160
C 1.41602 1.49884 0.18378 -0.638 0.449 0.543 0.576
O 1.83377 0.38228 0.23275 0.299 -0.336 -0.174 -0.461
O 2.08717 2.47148 -0.54889 -0.083 -0.267 -0.101 -0.340
C 2.19227 2.15766 -1.88771 0.231 -0.139 -0.269 0.378
O 3.20274 2.31822 -2.48792 -0.050 0.376 0.008 -0.527
C 0.93528 1.54274 -2.50859 -0.054 -0.828 -0.063 0.480
O 0.27783 2.34866 -3.47291 0.312 0.124 0.654 -0.355
P -0.70733 3.51890 -3.04108 -0.855 1.077 -1.660 0.629
O -0.76570 4.57220 -4.04423 0.042 -0.191 0.154 -0.768
O -0.14601 3.99229 -1.59243 -0.035 -0.303 0.156 0.560
N 0.23047 5.34860 -1.55147 0.229 0.147 0.322 -0.636
C 0.32421 5.80303 -0.41475 -0.360 -0.268 -0.110 0.616
S 0.36186 6.45314 0.99244 0.183 0.107 -0.066 -0.351
O -2.11004 2.89182 -2.73013 0.915 -0.020 0.620 -0.026
B -2.40842 1.93746 -1.72382 -0.523 -1.392 -0.580 0.519
O -2.84171 2.37844 -0.51435 -0.335 0.325 -0.332 -0.552
O -2.29175 0.60767 -2.04623 -0.887 3.013 -2.282 -0.676
H -0.69527 1.59864 0.26263 0.104 0.011 0.220 -0.191
H 0.10266 1.60812 1.85481 -0.072 -0.098 -0.112 0.432
H 0.10230 3.06799 0.81540 -0.002 -0.090 0.056 -0.006
H 0.24247 1.19222 -1.73820 -0.027 0.115 -0.216 -0.364
H 1.28427 0.66056 -3.04830 -0.073 0.054 0.017 0.281
H -3.55196 1.78540 -0.20232 0.375 -0.019 0.566 0.317
H -1.95871 0.08055 -1.29474 -0.828 0.025 0.047 0.642
C -6.38069 -0.54175 -2.54014 0.021 -0.045 0.002 -0.800
C -7.23881 -0.85981 -1.32150 0.066 -0.003 -0.155 -0.466
C -7.24276 0.27660 -0.29130 -0.219 -0.166 0.007 -0.388
C -5.91615 0.50356 0.27282 0.058 0.216 -0.062 0.378
N -4.86071 0.70660 0.67711 -0.097 -0.103 -0.053 -0.598
H -5.33101 -0.41768 -2.26585 -0.001 0.024 -0.005 0.115
H -6.43829 -1.35170 -3.26774 0.013 0.000 0.003 0.346
H -6.71192 0.37656 -3.02571 0.006 0.029 0.024 0.224
H -6.89035 -1.78072 -0.84948 -0.024 0.014 0.051 0.303
H -8.27087 -1.03301 -1.63113 -0.018 0.029 0.046 0.313
H -7.93088 0.05334 0.52593 0.054 0.005 0.044 0.326
H -7.58113 1.20666 -0.75356 0.118 0.037 -0.022 0.213
C 5.45214 -1.76895 3.83740 0.001 0.066 -0.011 -0.729
C 4.99734 -1.19812 2.50132 0.073 -0.074 0.094 -0.410
C 4.35199 0.18601 2.62277 0.092 -0.035 -0.150 -0.060
C 3.11099 0.14857 3.39624 -0.104 0.057 -0.039 0.283
N 2.12171 0.10278 3.97879 0.046 -0.012 -0.033 -0.555
H 4.60726 -1.92281 4.51086 0.001 0.027 0.006 0.332
H 5.93385 -2.73090 3.68456 -0.033 0.028 0.056 -0.103
H 6.16164 -1.09866 4.32892 -0.020 0.018 0.002 0.332
H 4.29425 -1.88705 2.02922 -0.011 0.034 -0.031 0.161
H 5.85300 -1.11138 1.82908 -0.027 0.038 -0.027 0.380
H 4.12049 0.58001 1.63167 -0.075 0.015 0.026 -0.004
H 5.04082 0.88914 3.09565 -0.031 -0.016 0.059 0.407
C -1.10636 -3.94556 1.44688 -0.004 -0.003 -0.020 -1.149
C -0.12195 -3.85282 0.28775 -0.169 -0.089 0.088 -0.600
C 0.50183 -2.45996 0.15282 0.113 -0.174 0.016 -0.314
C -0.48724 -1.43819 -0.17576 -0.179 0.336 -0.047 0.170
N -1.26801 -0.64018 -0.44973 2.076 -2.605 2.504 -0.336
H -1.95613 -3.27671 1.29984 0.005 0.017 0.017 0.340
H -1.49431 -4.95962 1.54058 -0.004 0.013 0.002 0.354
H -0.62569 -3.68102 2.39033 -0.009 0.008 -0.002 0.301
H -0.61966 -4.12464 -0.64523 0.041 0.022 -0.022 0.330
H 0.68757 -4.56926 0.43547 0.045 0.065 -0.031 0.350
H 1.26403 -2.45243 -0.62771 -0.029 0.107 -0.033 0.342
H 0.99884 -2.16695 1.07971 -0.062 0.108 0.001 0.177
C 8.02941 -6.88788 5.72078 -0.010 -0.031 -0.026 -1.134
C 8.78545 -6.70847 4.41067 -0.022 -0.053 0.143 -0.404
C 8.53274 -5.34277 3.76273 0.152 -0.119 -0.053 -0.379
C 7.13633 -5.17107 3.36314 -0.057 0.064 -0.001 0.227
N 6.03751 -5.03418 3.05819 0.077 -0.132 -0.024 -0.481
H 6.95045 -6.85226 5.56326 0.002 0.030 0.000 0.347
H 8.26759 -7.85064 6.17221 -0.008 0.005 0.008 0.323
H 8.29430 -6.10739 6.43661 -0.007 0.001 0.000 0.306
H 8.50973 -7.49975 3.71143 0.010 0.032 -0.037 0.297
H 9.85785 -6.80312 4.58977 0.007 0.036 -0.040 0.298
H 9.15826 -5.22173 2.87691 -0.048 0.021 -0.028 0.296
H 8.79986 -4.54007 4.45338 -0.070 0.013 0.008 0.303
C -4.18247 5.50556 -4.36542 0.030 -0.061 -0.055 -0.837
C -5.38088 5.32553 -5.28646 0.116 0.017 0.098 -0.466
C -6.71152 5.27666 -4.52324 0.023 0.016 -0.206 -0.530
C -6.80616 4.11773 -3.63259 -0.025 -0.008 0.097 0.284
N -6.88201 3.20737 -2.93598 -0.006 0.023 -0.040 -0.412
H -4.07937 4.66016 -3.68351 0.008 0.026 0.026 0.077
H -3.25866 5.57012 -4.93843 0.032 -0.015 0.054 0.333
H -4.27513 6.41690 -3.77073 -0.011 -0.003 0.004 0.343
H -5.26398 4.41167 -5.87210 -0.048 -0.005 0.001 0.306
H -5.42891 6.15234 -5.99748 -0.079 0.002 0.006 0.332
H -7.54960 5.23365 -5.22116 -0.031 -0.043 0.041 0.296
H -6.83828 6.18307 -3.92791 0.016 -0.040 0.062 0.292

***

| no. | frontier orbital gap (eV) | LUMO level (eV) |
| --- | --- | --- |
| 1 | 4.5508 | 1.25 |
| 2 | 7.1447 | -3.22 |
| 3 | 8.8149 | -0.60 |